(P)
Here is an isolated molecule of C5H5N5S from the OMol25 dataset. Energies are from ωB97M-V/def2-TZVPD.

Geometry (Å):
C: -1.35 -2.23 -3.49
C: -1.23 -1.62 -1.53
C: -0.59 -0.84 0.49
C: 1.12 0.10 -0.99
C: 0.85 1.09 1.09
N: -2.13 -2.06 -2.43
N: -0.09 -2.01 -3.32
N: -1.37 -1.55 -0.18
N: -0.02 -1.61 -2.13
N: 0.56 0.03 0.16
S: 2.28 0.46 -1.94
H: -1.86 -2.50 -4.47
H: -0.92 -0.69 1.48
H: 1.23 0.69 2.05
H: 1.81 1.52 0.54
H: 0.01 1.88 1.25

=====

(Q)
Here is an isolated molecule of C5H5N5S from the OMol25 dataset. Energies are from ωB97M-V/def2-TZVPD.

Geometry (Å):
C: 1.51 -0.55 -0.29
C: -0.53 -1.85 -0.06
C: -1.21 -0.61 0.04
C: -2.61 1.10 0.34
C: -0.48 0.60 -0.16
H: 3.49 0.11 0.37
H: 3.35 -1.31 -0.31
H: -3.43 1.77 0.62
H: -1.12 2.54 0.10
H: 1.33 1.67 -0.43
N: 2.96 -0.44 -0.31
N: 0.90 -1.69 -0.11
N: -2.51 -0.24 0.47
N: -1.36 1.59 0.01
N: 0.84 0.69 -0.31
S: -1.12 -3.38 0.04

=====

It is (Q) that is most stable; the runner-up trails by 3.907 eV.

=====

(P)
Here is a structure of composition C4H5O2S from the OMol25 dataset. Energies are from ωB97M-V/def2-TZVPD.

Geometry (Å):
C: -0.10 -1.33 0.21
C: -2.35 0.75 0.01
C: 1.81 0.31 -0.35
C: 0.51 -0.11 0.33
O: -2.99 1.25 0.89
O: -1.89 0.96 -1.05
S: -1.78 -1.38 0.55
H: 0.33 -2.35 0.12
H: 2.38 -0.52 -0.81
H: 1.55 1.07 -1.05
H: 2.60 0.70 0.41
H: -0.07 0.67 0.74

Net charge ... -1

=====

(Q)
Here is a cluster of 2 separate species, C4H5O2S in total from the OMol25 dataset. Energies are from ωB97M-V/def2-TZVPD.

Geometry (Å):
C: -0.59 -0.51 0.36
C: 0.35 -0.15 -0.47
C: -1.21 1.35 2.45
C: 0.84 -1.06 -1.65
O: -0.21 1.98 2.53
O: 1.09 1.06 -0.54
S: -2.71 0.93 2.71
H: -1.26 -1.34 0.24
H: -0.10 -1.34 -2.30
H: 1.44 -1.96 -1.35
H: 1.47 -0.42 -2.28
H: 0.89 1.47 0.30

Net charge ... -1

=====

It is (P) that is most stable; the runner-up trails by 2.502 eV.

=====

(P)
Here is a cluster of 2 separate species, C4H11NS in total from the OMol25 dataset. Energies are from ωB97M-V/def2-TZVPD.

Geometry (Å):
C: 2.52 0.96 0.21
C: 0.04 -0.38 0.38
C: -0.88 0.64 -0.53
C: -2.27 0.81 0.04
H: 2.37 1.04 1.37
H: 1.94 1.92 -0.30
H: 3.62 0.78 0.22
H: -0.74 -1.23 0.32
H: 0.28 -0.11 1.42
H: -0.35 1.61 -0.70
H: -1.11 0.05 -1.43
H: -2.54 1.62 0.87
H: -2.67 1.30 -0.92
H: -3.87 -0.43 0.08
H: -2.19 -1.84 -0.63
N: -2.68 -0.70 0.34
S: 1.72 -0.74 -0.21

=====

(Q)
Here is an isolated molecule of C4H11NS from the OMol25 dataset. Energies are from ωB97M-V/def2-TZVPD.

Geometry (Å):
C: -1.05 0.42 0.38
C: -0.24 -0.81 0.52
C: 1.11 -0.86 -0.11
S: 2.14 0.35 0.90
C: -1.42 0.67 -0.99
N: -2.53 -0.18 -1.48
H: -0.52 1.30 0.98
H: -2.01 0.53 0.96
H: -0.81 -1.73 0.26
H: -0.05 -0.90 1.61
H: 1.07 -0.38 -1.13
H: 1.47 -1.87 -0.24
H: 2.13 1.24 -0.07
H: -0.64 0.55 -1.81
H: -2.00 1.59 -1.17
H: -2.27 -1.15 -1.19
H: -3.40 0.04 -0.98

=====

It is (Q) that is most stable; the runner-up trails by 4.916 eV.

=====

(P)
Here is an isolated molecule of C4H11NS from the OMol25 dataset. Energies are from ωB97M-V/def2-TZVPD.

Geometry (Å):
C: 1.36 -0.12 0.10
C: 0.69 -0.14 -1.28
S: -0.70 -1.30 -1.41
C: 0.41 -0.28 1.29
N: -0.18 0.92 1.92
C: -0.69 1.93 1.01
H: 2.10 -0.91 0.14
H: 1.75 0.87 0.15
H: 1.41 -0.39 -2.06
H: 0.34 0.86 -1.53
H: -0.89 -1.18 -2.73
H: -0.47 -0.91 1.06
H: 0.80 -0.84 2.14
H: 0.57 1.29 2.49
H: -1.68 2.28 1.34
H: -0.86 1.52 0.02
H: -0.04 2.78 0.86

=====

(Q)
Here is a cluster of 2 separate species, C4H11NS in total from the OMol25 dataset. Energies are from ωB97M-V/def2-TZVPD.

Geometry (Å):
C: -1.01 -0.97 1.76
S: -1.70 -1.73 0.25
C: -0.27 -1.60 -0.83
H: -1.78 -0.34 2.22
H: -0.22 -0.27 1.46
H: -0.69 -1.75 2.43
H: -0.53 -2.29 -1.64
H: -0.13 -0.63 -1.24
H: 0.60 -2.02 -0.32
C: 1.12 3.18 -0.52
C: 2.16 1.17 -0.92
N: 1.77 1.98 -0.05
H: 0.09 2.96 -0.77
H: 1.58 3.61 -1.42
H: 1.17 3.95 0.23
H: 2.58 0.21 -0.62
H: 2.12 1.38 -2.00

=====

It is (P) that is most stable; the runner-up trails by 0.417 eV.

=====

(P)
Here is a cluster of 2 separate species, C4H11NS in total from the OMol25 dataset. Energies are from ωB97M-V/def2-TZVPD.

Geometry (Å):
C: 2.57 -0.74 -1.37
C: 1.24 -0.82 -0.58
S: 1.33 -1.83 0.93
H: 3.26 0.06 -1.18
H: 3.01 -1.69 -1.04
H: 2.49 -0.85 -2.46
H: 0.94 0.16 -0.18
H: 0.44 -1.12 -1.25
C: -1.94 1.48 0.65
C: -1.37 1.53 1.86
N: -2.07 0.40 -0.26
H: -2.37 2.34 0.12
H: -1.66 2.33 2.53
H: -0.84 0.67 2.29
H: -2.42 -0.44 0.18
H: 0.03 -2.11 0.80
H: -2.65 0.64 -1.04

=====

(Q)
Here is a structure of composition C4H11NS from the OMol25 dataset. Energies are from ωB97M-V/def2-TZVPD.

Geometry (Å):
C: 2.96 0.53 0.29
C: -1.95 -0.40 -1.01
C: -2.00 0.07 1.18
C: 1.76 0.14 -0.56
N: -1.14 0.14 0.03
S: 0.80 -1.20 0.29
H: 3.86 0.93 -0.40
H: 2.60 1.15 1.14
H: 3.32 -0.34 0.67
H: -2.41 0.32 -1.72
H: -1.22 -0.97 -1.57
H: -2.74 -1.12 -0.68
H: -2.53 -0.82 1.25
H: -1.42 0.44 2.01
H: -2.94 0.67 1.08
H: 2.11 -0.35 -1.46
H: 0.94 0.81 -0.54

=====

It is (P) that is most stable; the runner-up trails by 2.471 eV.

=====

(P)
Here is an isolated molecule of C4H11NS from the OMol25 dataset. Energies are from ωB97M-V/def2-TZVPD.

Geometry (Å):
C: 0.70 -1.59 -1.97
C: 1.15 -0.76 -0.77
S: 0.20 -1.01 0.75
H: 0.41 -2.58 -1.61
H: 1.57 -1.78 -2.60
H: -0.12 -1.15 -2.53
H: 0.95 0.31 -0.87
H: 2.23 -0.82 -0.68
C: 0.01 2.29 0.55
C: -1.18 0.22 0.97
N: -1.12 1.42 0.15
H: -0.11 3.30 0.17
H: 0.96 1.86 0.25
H: -0.07 2.29 1.64
H: -1.08 0.62 1.97
H: -2.11 -0.34 0.86
H: -1.15 1.16 -0.82

=====

(Q)
Here is an isolated molecule of C4H11NS from the OMol25 dataset. Energies are from ωB97M-V/def2-TZVPD.

Geometry (Å):
C: 0.11 1.52 0.45
C: 0.17 0.54 -0.74
C: -0.64 -0.75 -0.42
C: -0.02 -1.61 0.70
H: 0.72 2.37 0.18
H: -0.90 1.86 0.56
H: 0.35 1.16 1.49
H: -0.25 0.90 -1.69
H: 2.00 -0.14 -0.32
H: 1.98 0.95 -1.50
H: -0.67 -1.32 -1.38
H: -0.57 -2.56 0.84
H: -0.05 -1.01 1.65
H: 1.04 -1.85 0.56
H: -2.35 0.23 0.96
N: 1.51 0.15 -1.13
S: -2.42 -0.45 -0.22

=====

It is (Q) that is most stable; the runner-up trails by 0.799 eV.

=====

(P)
Here is an isolated molecule of C4H11NS from the OMol25 dataset. Energies are from ωB97M-V/def2-TZVPD.

Geometry (Å):
C: -1.92 -0.71 0.90
C: 1.84 0.36 1.00
C: -1.41 0.56 0.09
C: -0.35 0.07 -1.15
N: 2.14 0.06 -1.69
S: 1.26 -0.69 -0.60
H: -2.78 -1.17 0.45
H: -1.16 -1.41 0.74
H: -1.97 -0.58 1.95
H: 2.72 -0.05 1.34
H: 1.08 0.24 1.77
H: 2.01 1.36 0.72
H: -0.85 1.23 0.67
H: -2.19 1.07 -0.42
H: 0.01 0.95 -1.77
H: -0.99 -0.62 -1.74
H: 2.56 -0.66 -2.25

=====

(Q)
Here is a cluster of 2 separate species, C4H11NS in total from the OMol25 dataset. Energies are from ωB97M-V/def2-TZVPD.

Geometry (Å):
C: -1.62 -2.46 0.92
S: -0.90 -2.72 -0.72
H: -2.24 -1.57 0.95
H: -2.24 -3.33 1.11
H: -0.87 -2.41 1.71
C: 0.43 2.59 0.78
C: 1.02 1.38 0.12
C: 0.45 0.79 -0.92
N: 0.93 -0.44 -1.47
H: -0.43 2.95 0.22
H: 0.11 2.38 1.80
H: 1.16 3.40 0.83
H: 1.90 0.95 0.58
H: -0.46 1.15 -1.38
H: -0.01 -1.51 -0.96
H: 0.93 -0.48 -2.48
H: 1.85 -0.67 -1.10

=====

(R)
Here is a cluster of 2 separate species, C4H11NS in total from the OMol25 dataset. Energies are from ωB97M-V/def2-TZVPD.

Geometry (Å):
C: 0.64 0.68 1.33
S: 2.06 -0.16 0.54
C: 2.26 0.88 -0.91
H: 0.82 0.58 2.40
H: -0.27 0.09 1.21
H: 0.55 1.70 0.99
H: 3.15 0.44 -1.38
H: 1.51 0.62 -1.65
H: 2.42 1.95 -0.92
C: -3.17 -1.21 0.00
C: -1.57 0.04 -1.14
N: -2.69 0.04 -0.58
H: -3.09 -1.09 1.08
H: -2.65 -2.11 -0.34
H: -4.24 -1.28 -0.20
H: -1.19 1.03 -1.42
H: -0.83 -0.77 -1.18

=====

It is (Q) that is most stable; the runner-up trails by 0.333 eV.

=====

(P)
Here is an isolated molecule of C3H3BrO2 from the OMol25 dataset. Energies are from ωB97M-V/def2-TZVPD.

Geometry (Å):
C: 0.74 -0.04 1.23
C: -0.67 -0.57 -0.89
C: -0.10 0.52 -0.13
O: 0.16 -0.43 2.19
O: -1.39 0.36 -0.11
Br: 0.58 2.17 -1.00
H: 1.95 -0.03 1.06
H: -0.77 -0.40 -1.89
H: -0.50 -1.58 -0.48

=====

(Q)
Here is an isolated molecule of C3H3BrO2 from the OMol25 dataset. Energies are from ωB97M-V/def2-TZVPD.

Geometry (Å):
C: 0.01 -0.26 -0.39
C: 1.73 -0.80 1.46
C: 1.16 -1.31 0.30
O: 2.63 -1.26 2.16
O: -0.43 -0.69 -1.56
Br: 1.83 -2.76 -0.68
H: -0.61 0.23 0.34
H: 1.05 0.06 1.71
H: -1.33 -0.24 -1.76

=====

It is (P) that is most stable; the runner-up trails by 0.870 eV.